This record from OMol25 describes a 5-piece molecular cluster, C8H19BrFN4O8 overall. The level of theory is ωB97M-V with the def2-TZVPD basis set.

Calculated values
Total charge: -1
E_tot in eV: -103692.214

CARTESIAN COORDINATES (ANGSTROEM)
Br (1.4591, 3.2153, 1.4249)
F (-2.2205, -0.8251, -0.0631)
O (-6.5337, -1.8374, 2.4514)
O (3.4511, 1.4820, -5.6694)
O (-1.8788, -5.3134, 5.3575)
O (0.1163, 2.8722, -2.3732)
O (-4.6489, -1.8760, 3.4843)
O (2.0964, 2.1344, -1.9215)
O (4.7473, 3.1575, -5.2573)
O (-0.1558, -4.0197, 5.4354)
N (4.5294, 2.0327, -5.6647)
N (-5.3170, -1.7990, 2.4696)
N (1.3076, 2.7750, -2.5845)
N (-1.3509, -4.2248, 5.4772)
C (1.8446, 3.5118, -3.7630)
C (0.4910, 1.5409, 1.8837)
C (-0.9203, -1.5509, 0.0342)
C (-4.5877, -1.6400, 1.1825)
C (-2.2541, -3.0662, 5.7210)
C (-0.1955, -0.7774, 1.1351)
C (0.3350, 0.6072, 0.7103)
C (5.6975, 1.2781, -6.1968)
H (-2.9372, -2.9844, 4.8812)
H (1.3081, 0.4858, 0.2308)
H (-2.7987, -3.2788, 6.6359)
H (-3.9242, -2.4925, 1.0632)
H (6.1026, 1.8525, -7.0241)
H (2.9059, 3.3339, -3.8219)
H (1.3345, 3.1339, -4.6427)
H (-1.6471, -2.1745, 5.8179)
H (-3.9906, -0.7361, 1.2389)
H (-0.3156, 1.0573, -0.0399)
H (-5.3203, -1.5865, 0.3870)
H (0.6219, -1.3971, 1.5137)
H (6.4240, 1.2016, -5.3939)
H (-0.9129, -0.6615, 1.9564)
H (1.0456, 1.0735, 2.6948)
H (-0.4241, -1.2644, -0.9081)
H (-0.4640, 1.8926, 2.2656)
H (5.3537, 0.3022, -6.5169)
H (1.6263, 4.5653, -3.6118)

Need the Löwdin charges? In units of e they are: number 1, Br, carries 0.507; number 2, F, carries -0.294; number 3, O, carries 0.042; number 4, O, carries 0.082; number 5, O, carries 0.049; number 6, O, carries 0.058; number 7, O, carries 0.031; number 8, O, carries 0.045; number 9, O, carries 0.054; number 10, O, carries 0.062; number 11, N, carries -0.439; number 12, N, carries -0.446; number 13, N, carries -0.441; number 14, N, carries -0.452; number 15, C, carries 0.032; number 16, C, carries -0.593; number 17, C, carries -0.285; number 18, C, carries 0.034; number 19, C, carries 0.047; number 20, C, carries -0.316; number 21, C, carries -0.336; number 22, C, carries 0.048; number 23, H, carries 0.078; number 24, H, carries 0.088; number 25, H, carries 0.097; number 26, H, carries 0.096; number 27, H, carries 0.098; number 28, H, carries 0.052; number 29, H, carries 0.095; number 30, H, carries 0.094; number 31, H, carries 0.087; number 32, H, carries 0.093; number 33, H, carries 0.092; number 34, H, carries 0.080; number 35, H, carries 0.101; number 36, H, carries 0.079; number 37, H, carries 0.053; number 38, H, carries -0.010; number 39, H, carries 0.049; number 40, H, carries 0.094; number 41, H, carries 0.098

***

This record from OMol25 describes C27H30Br2CoIN5O3 as an isolated structure at a distorted geometry. The level of theory is ωB97M-V with the def2-TZVPD basis set.

Calculated values
Total charge: +3
E_tot in eV: -227865.655

CARTESIAN COORDINATES (ANGSTROEM)
I (-1.8554, -0.6048, -1.3142)
Br (-4.2334, -3.1841, -0.7466)
Br (2.4958, -1.3103, -2.6120)
Co (0.4736, -1.0734, -0.0720)
O (0.8072, 0.8525, -0.2599)
O (0.6923, -1.2638, 1.8138)
O (2.1088, -0.8935, 3.5165)
N (0.6871, 3.9620, 1.2105)
N (0.2234, -3.3109, -0.3057)
N (0.8847, 3.1423, 0.1360)
N (2.5224, -1.2873, 0.0899)
N (-1.0913, -5.8988, -0.5686)
C (-6.3286, 0.1226, 0.5551)
C (-4.1320, 0.9223, -0.0058)
C (-0.7609, -5.3252, 0.7762)
C (0.2611, 1.9049, 1.8858)
C (5.2177, -1.1158, 0.5471)
C (1.8773, 3.2740, -3.4243)
C (-0.1113, -3.8771, -1.6259)
C (0.3037, 3.2276, 2.2727)
C (-4.6741, -1.4140, -0.2549)
C (3.3662, -1.2500, -0.9300)
C (-5.9491, -1.1712, 0.2264)
C (1.2127, 4.4175, -3.8473)
C (2.9834, -1.2126, 1.3365)
C (-0.0224, 3.8605, 3.5713)
C (-0.1380, -5.4054, -1.6124)
C (-0.7436, -3.8014, 0.6972)
C (1.0188, 3.5911, -1.2046)
C (1.1416, 5.3421, 1.2756)
C (-3.7716, -0.3616, -0.3762)
C (0.4311, 5.1348, -2.9513)
C (-5.4174, 1.1618, 0.4526)
C (4.3297, -1.1370, 1.6188)
C (1.8666, -1.1138, 2.3680)
C (0.6594, 1.8456, 0.5402)
C (0.3252, 4.7226, -1.6347)
C (1.7868, 2.8587, -2.1071)
C (4.7323, -1.1590, -0.7580)
H (-0.1057, 6.0119, -3.2849)
H (-0.5135, 3.1436, 4.2234)
H (0.3024, 6.0321, 1.3619)
H (4.6547, -1.0870, 2.6487)
H (1.7196, 5.5855, 0.3898)
H (-3.4180, 1.7297, -0.0915)
H (0.8772, 4.2177, 4.0771)
H (-0.4504, -5.7732, -2.5889)
H (-1.7349, -3.4445, 0.4154)
H (2.3212, 1.9850, -1.7640)
H (-2.0470, -5.6278, -0.8189)
H (-6.6437, -1.9935, 0.3272)
H (-0.5010, -3.3963, 1.6791)
H (1.2982, 4.7471, -4.8730)
H (-5.7083, 2.1695, 0.7125)
H (2.4872, 2.7190, -4.1239)
H (-1.5063, -5.6541, 1.4989)
H (-0.6793, 4.7171, 3.4192)
H (0.8459, -5.8204, -1.3908)
H (0.6162, -3.5504, -2.3678)
H (0.2111, -5.7164, 1.0802)
H (-1.0709, -6.9221, -0.5275)
H (5.4003, -1.1291, -1.6068)
H (-1.0925, -3.4968, -1.9208)
H (0.0194, 1.0455, 2.4868)
H (-7.3434, 0.3087, 0.8769)
H (6.2829, -1.0501, 0.7251)
H (-0.3296, 5.2557, -0.9587)
H (1.1490, -3.6427, -0.0333)
H (1.7794, 5.4642, 2.1501)

Need the Löwdin charges? In units of e they are: number 1, I, carries 1.281; number 2, Br, carries 0.787; number 3, Br, carries 0.902; number 4, Co, carries 0.479; number 5, O, carries -0.154; number 6, O, carries -0.063; number 7, O, carries 0.187; number 8, N, carries -0.038; number 9, N, carries -0.079; number 10, N, carries 0.080; number 11, N, carries 0.009; number 12, N, carries 0.080; number 13, C, carries -0.018; number 14, C, carries -0.130; number 15, C, carries -0.068; number 16, C, carries 0.076; number 17, C, carries 0.032; number 18, C, carries -0.053; number 19, C, carries -0.193; number 20, C, carries -0.222; number 21, C, carries -0.707; number 22, C, carries -0.664; number 23, C, carries -0.093; number 24, C, carries -0.047; number 25, C, carries -0.140; number 26, C, carries 0.019; number 27, C, carries -0.069; number 28, C, carries -0.178; number 29, C, carries -0.179; number 30, C, carries 0.033; number 31, C, carries -0.601; number 32, C, carries -0.043; number 33, C, carries -0.035; number 34, C, carries 0.066; number 35, C, carries -0.530; number 36, C, carries -0.341; number 37, C, carries -0.020; number 38, C, carries -0.018; number 39, C, carries -0.029; number 40, H, carries 0.122; number 41, H, carries 0.100; number 42, H, carries 0.111; number 43, H, carries 0.148; number 44, H, carries 0.104; number 45, H, carries 0.103; number 46, H, carries 0.106; number 47, H, carries 0.154; number 48, H, carries 0.048; number 49, H, carries 0.095; number 50, H, carries 0.171; number 51, H, carries 0.119; number 52, H, carries 0.132; number 53, H, carries 0.120; number 54, H, carries 0.127; number 55, H, carries 0.114; number 56, H, carries 0.155; number 57, H, carries 0.103; number 58, H, carries 0.150; number 59, H, carries 0.091; number 60, H, carries 0.151; number 61, H, carries 0.201; number 62, H, carries 0.132; number 63, H, carries 0.076; number 64, H, carries 0.116; number 65, H, carries 0.132; number 66, H, carries 0.141; number 67, H, carries 0.117; number 68, H, carries 0.136; number 69, H, carries 0.110

***

This record from OMol25 describes C23H20AsN6OPtS6 as an isolated structure. The level of theory is ωB97M-V with the def2-TZVPD basis set.

Calculated values
Energy above the lowest of the compared OMol25 structures with the same formula, charge and spin in kcal/mol: 9.4
Total charge: +1
E_tot in eV: -164257.715

CARTESIAN COORDINATES (ANGSTROEM)
Pt (0.0519, 0.0171, 0.0170)
As (-1.5094, 1.0319, -2.7037)
S (-0.1823, 1.9419, -4.0046)
S (-0.6761, -0.9387, -1.9507)
S (-1.1178, 1.8677, -0.6052)
S (-3.5396, 0.9403, -3.0104)
S (2.4735, -2.2673, 1.1705)
S (0.8570, 0.8835, 2.1813)
O (5.7246, 3.2749, -2.1058)
N (6.3593, 1.2783, -2.9573)
N (0.8346, -1.9272, 0.7811)
N (0.0790, -3.8299, 1.9160)
N (1.6578, 0.7201, -1.0505)
N (2.8700, 2.5229, 1.6280)
N (-1.6113, -0.8495, 0.8941)
C (-2.5968, -3.0073, 1.1500)
C (2.8406, 4.7980, 1.0622)
C (2.4216, -4.0239, 1.3581)
C (-3.9827, -1.0886, 0.8875)
C (5.4716, 2.1214, -2.3866)
C (3.5121, -6.1601, 1.3532)
C (-1.4999, -2.1814, 1.0919)
C (-0.1095, -2.6657, 1.2571)
C (2.6058, -0.1724, -1.3812)
C (-3.8662, -2.4521, 1.0300)
C (3.0965, 2.4603, -1.7960)
C (-2.8346, -0.3143, 0.8132)
C (1.2361, -4.6316, 1.7275)
C (3.8379, 0.2053, -1.8650)
C (1.1727, -6.0036, 1.8860)
C (4.1129, 1.5571, -2.0340)
C (2.3190, -6.7673, 1.7116)
C (1.4490, 4.7651, 1.1729)
C (1.5244, 2.4316, 1.7438)
C (0.7954, 3.5963, 1.5135)
C (3.5383, 3.6458, 1.3000)
C (3.5595, -4.7861, 1.1547)
C (1.8788, 2.0170, -1.3195)
H (2.2723, -7.8385, 1.8507)
H (3.2575, 3.5127, -1.9803)
H (6.0929, 0.3890, -3.3381)
H (-0.7278, -4.2844, 2.3087)
H (4.4857, -4.3053, 0.8652)
H (-0.2794, 3.5531, 1.5990)
H (-2.8856, 0.7508, 0.6669)
H (7.2516, 1.6595, -3.2265)
H (-4.9461, -0.6083, 0.8004)
H (-2.4765, -4.0772, 1.2464)
H (3.3681, 5.7023, 0.7983)
H (3.3851, 1.6670, 1.8006)
H (-4.7424, -3.0857, 1.0496)
H (0.8746, 5.6640, 0.9887)
H (2.3519, -1.2124, -1.2660)
H (4.6135, 3.5684, 1.2285)
H (4.5660, -0.5683, -2.0654)
H (0.2317, -6.4762, 2.1429)
H (1.0661, 2.6970, -1.1267)
H (4.4078, -6.7512, 1.2223)

Need the Löwdin charges? In units of e they are: number 1, Pt, carries 0.720; number 2, As, carries -0.443; number 3, S, carries -0.024; number 4, S, carries 0.155; number 5, S, carries 0.199; number 6, S, carries -0.041; number 7, S, carries 0.997; number 8, S, carries 0.610; number 9, O, carries 0.076; number 10, N, carries 0.191; number 11, N, carries -0.381; number 12, N, carries 0.147; number 13, N, carries -0.161; number 14, N, carries 0.076; number 15, N, carries -0.111; number 16, C, carries 0.021; number 17, C, carries -0.019; number 18, C, carries -0.444; number 19, C, carries 0.007; number 20, C, carries -0.489; number 21, C, carries -0.063; number 22, C, carries -0.215; number 23, C, carries -0.354; number 24, C, carries -0.148; number 25, C, carries 0.000; number 26, C, carries 0.017; number 27, C, carries -0.118; number 28, C, carries -0.233; number 29, C, carries 0.025; number 30, C, carries -0.006; number 31, C, carries -0.099; number 32, C, carries -0.057; number 33, C, carries 0.002; number 34, C, carries -0.695; number 35, C, carries -0.095; number 36, C, carries -0.037; number 37, C, carries -0.084; number 38, C, carries -0.193; number 39, H, carries 0.115; number 40, H, carries 0.136; number 41, H, carries 0.103; number 42, H, carries 0.141; number 43, H, carries 0.112; number 44, H, carries 0.095; number 45, H, carries 0.050; number 46, H, carries 0.125; number 47, H, carries 0.130; number 48, H, carries 0.125; number 49, H, carries 0.127; number 50, H, carries 0.154; number 51, H, carries 0.128; number 52, H, carries 0.132; number 53, H, carries 0.065; number 54, H, carries 0.145; number 55, H, carries 0.121; number 56, H, carries 0.121; number 57, H, carries 0.029; number 58, H, carries 0.114

***

This record from OMol25 describes a 2-piece molecular cluster, CI2NO2 overall at a distorted geometry. The level of theory is ωB97M-V with the def2-TZVPD basis set.

Calculated values
Energy above the lowest of the compared OMol25 structures with the same formula, charge and spin in kcal/mol: 4.6
Total charge: -1
⟨S²⟩: 2.0101
Spin multiplicity: 3
E_tot in eV: -22822.520

CARTESIAN COORDINATES (ANGSTROEM)
I (1.7352, 1.9181, 0.1872)
I (1.8549, -1.4221, -0.1939)
O (-2.0647, 0.1161, 0.7066)
O (-1.0234, -0.5408, -1.2244)
N (0.9241, 0.1764, 0.7115)
C (-1.4259, -0.2478, -0.1870)

Need the Löwdin charges? In units of e they are: number 1, I, carries 0.290; number 2, I, carries 0.245; number 3, O, carries 0.152; number 4, O, carries 0.081; number 5, N, carries -1.195; number 6, C, carries -0.572